C2H13N2O4 | ωB97M-V with the def2-TZVPD basis set

- HOMO level (alpha / beta) (eV) = -18.36 / -18.35
- spin multiplicity = 2
- strongest force on any atom (eV/A) = 3.71
- <S²> = 0.755
- charge = +2

Atoms and positions in Å:
N (0.1582, 0.7181, -0.0684)
C (-0.7106, -0.4902, 0.1764)
C (-1.9069, -0.3461, -0.7549)
N (-2.5198, -1.4438, -1.1802)
O (-2.2800, 0.7800, -1.1327)
H (0.1034, 1.6205, 0.4444)
H (1.0807, 0.4228, 0.3405)
H (0.3490, 1.0535, -0.9948)
H (-0.8938, -0.9481, 1.2188)
H (-0.1400, -1.3936, -0.1865)
H (-2.3746, -2.3399, -0.7298)
H (-3.4975, -1.3876, -1.4591)
H (1.5137, 2.5603, 2.1272)
H (1.5088, 3.3805, 0.6706)
O (1.3484, 2.5770, 1.1716)
H (2.2513, 2.3312, -2.4285)
H (2.9463, 1.3115, -1.8733)
O (1.9696, 1.5378, -1.9400)
H (0.9079, -3.6323, 1.7755)
H (0.0407, -3.2540, 2.8828)
O (0.1453, -3.0574, 1.9403)


C8H9BrN2O3 | ωB97M-V with the def2-TZVPD basis set

- HOMO level (alpha / beta) (eV) = -9.01 / -8.58
- spin multiplicity = 1
- strongest force on any atom (eV/A) = 3.87

Atoms and positions in Å:
C (-2.0941, 1.5553, 1.3312)
C (-2.3998, 0.6345, 0.4062)
C (-0.7143, 1.9055, 1.5420)
C (-1.3617, -0.1330, -0.1572)
C (-0.0682, 0.1815, 0.0256)
C (0.3366, 1.1922, 0.9575)
C (1.4164, -3.3448, -2.8102)
C (2.0491, 2.2257, 2.2771)
N (1.9185, -2.7711, -1.5857)
N (-1.8618, -1.1305, -1.1838)
O (-1.0738, -1.5898, -1.9757)
O (-3.0550, -1.3077, -1.2298)
O (1.6202, 1.4338, 1.1683)
Br (1.5733, -1.0909, -1.1757)
H (-2.8397, 2.3275, 1.7025)
H (-3.4559, 0.4037, 0.2698)
H (-0.4845, 2.7150, 2.1861)
H (2.0424, -2.9948, -3.6899)
H (1.3487, -4.3881, -2.6855)
H (0.3413, -3.1993, -3.1453)
H (3.0771, 1.8815, 2.5417)
H (1.3997, 2.1760, 3.2158)
H (2.2853, 3.3177, 2.0151)


C2H3N3O | ωB97M-V with the def2-TZVPD basis set

- HOMO level (eV) = -9.28
- spin multiplicity = 1
- strongest force on any atom (eV/A) = 6.94

Atoms and positions in Å:
O (0.9618, -0.2053, 1.6961)
C (0.4193, 0.1063, 0.5029)
C (-0.7247, -0.3470, 0.1211)
N (-0.6883, -0.2498, -1.1600)
N (0.1834, 0.6497, -1.4740)
N (1.0179, 0.7668, -0.4368)
H (1.5023, 0.6027, 1.8924)
H (-1.4747, -0.7366, 0.7938)
H (-1.1971, -0.5868, -1.9354)


C7H20FO5Sr | ωB97M-V with the def2-TZVPD basis set

- HOMO level (eV) = -12.44
- spin multiplicity = 1
- strongest force on any atom (eV/A) = 13.52
- charge = +1

Atoms and positions in Å:
Sr (2.0565, -0.4338, 0.8142)
F (0.1572, -0.7334, 0.0894)
C (2.2743, 2.6159, 1.7905)
C (0.9457, 2.1968, 1.3070)
C (0.2613, 3.2169, 0.3062)
O (1.0580, 1.0423, 0.4922)
H (2.8782, 1.7134, 1.8841)
H (2.1683, 3.0034, 2.8038)
H (2.9187, 3.2158, 1.1478)
H (0.3077, 1.9547, 2.1570)
H (-0.0944, 4.1502, 0.7427)
H (-0.5158, 2.7322, -0.2847)
H (0.9934, 3.5005, -0.4500)
H (0.2634, 1.0138, -0.0458)
C (-2.1278, -3.0136, 0.5321)
C (-1.0554, -2.8727, 1.6264)
O (-0.8370, -1.5263, 1.9653)
O (-2.3659, -4.3817, 0.1772)
H (-1.8086, -2.4611, -0.3516)
H (-3.0136, -2.5613, 0.9780)
H (-0.0899, -3.2030, 1.2434)
H (-1.3075, -3.4592, 2.5098)
H (-0.4352, -1.1562, 1.1759)
H (-3.0225, -4.4239, -0.5219)
C (0.0992, -0.6105, -2.6760)
C (-0.0858, 0.9253, -2.5637)
O (0.4698, 1.2803, -1.2478)
O (-0.6927, -1.4754, -1.8709)
H (1.1216, -0.8817, -2.4130)
H (-0.0328, -1.0573, -3.6614)
H (-1.1097, 1.2664, -2.7165)
H (0.6304, 1.3226, -3.2828)
H (0.4588, 0.4820, -0.7147)
H (-0.4679, -1.3812, -0.9423)


C4H8ClOP | ωB97M-V with the def2-TZVPD basis set

- HOMO level (eV) = -9.82
- spin multiplicity = 1
- strongest force on any atom (eV/A) = 6.31

Atoms and positions in Å:
C (0.9231, 1.7894, 0.2743)
C (1.1025, 0.5138, 0.0622)
C (1.9085, -0.4800, 0.7991)
P (0.0360, -0.5527, -1.1639)
C (-1.4518, 0.3335, -1.7875)
O (-0.2155, -2.0059, -0.4954)
Cl (1.1318, -0.9355, -2.7020)
H (0.2427, 2.2799, -0.3520)
H (1.4425, 2.3782, 0.9955)
H (2.9676, -0.5007, 0.4974)
H (1.9535, -0.2754, 1.8906)
H (1.5006, -1.4387, 0.6305)
H (-1.1764, 0.8213, -2.7427)
H (-2.1770, -0.4017, -2.0810)
H (-1.7953, 0.9584, -1.0869)


C5H6O | ωB97M-V with the def2-TZVPD basis set

- HOMO level (eV) = -8.71
- spin multiplicity = 1
- strongest force on any atom (eV/A) = 0.53

Atoms and positions in Å:
C (0.3331, -2.1151, 0.2571)
C (0.7559, -0.6782, 0.4678)
C (0.3423, 1.4158, -0.4294)
O (-0.1586, 0.2321, -0.1796)
C (-0.7523, 2.2904, -0.7570)
C (-1.5935, 3.1618, -0.7790)
H (0.8277, -2.7280, 1.0195)
H (0.6006, -2.4941, -0.7334)
H (-0.7476, -2.2234, 0.3830)
H (1.7665, -0.4659, 0.1123)
H (0.6986, -0.4257, 1.5278)
H (-2.3886, 3.8777, -0.7780)


CH7N2OPS | ωB97M-V with the def2-TZVPD basis set

- HOMO level (eV) = -8.18
- spin multiplicity = 1
- strongest force on any atom (eV/A) = 3.61

Atoms and positions in Å:
C (-1.6920, -1.3691, -0.6997)
N (1.2796, 1.5012, 1.1280)
N (1.6305, 0.8897, -1.5310)
O (-1.0493, -0.2264, -0.3999)
P (1.5271, 0.2370, 0.0434)
S (2.9590, -1.1290, 0.3905)
H (-2.5696, -1.5370, -0.0517)
H (-1.0011, -2.2593, -0.4375)
H (-2.0453, -1.4151, -1.6841)
H (1.2115, 1.2516, 2.0875)
H (1.0419, 2.5032, 0.9546)
H (0.7242, 1.3654, -1.7052)
H (1.6700, 0.1236, -2.1655)